This record from the Open Molecules 2025 dataset describes C3H4N3 as an isolated structure at a distorted geometry. The level of theory is the ωB97M-V functional and the def2-TZVPD basis.

Values from the calculation:
gap between HOMO and LUMO = 7.578 eV
LUMO energy = -9.02 eV
energy relative to the best compared isomer or geometry (same formula, charge and spin) = 377.9 kJ/mol
charge = +1

The geometry in XYZ format:
```
10
C3H4N3 (the ωB97M-V functional and the def2-TZVPD basis)
C -1.81 -0.82 1.44
C -0.81 -1.57 2.00
C 0.19 0.16 -1.01
N 0.12 -1.23 1.10
N -1.66 -0.12 0.40
N -0.39 -0.42 0.16
H -0.65 -2.11 2.96
H -0.51 -0.10 -1.86
H 0.35 1.33 -0.91
H 1.21 -0.24 -1.16
```

Let us look at the Löwdin charges, expressed in e, one per atom:
1. C 0.23
2. C 0.00
3. C 0.01
4. N 0.19
5. N 0.19
6. N -0.20
7. H 0.17
8. H 0.13
9. H 0.15
10. H 0.11

This record from the Open Molecules 2025 dataset describes C4H7O3Sn as an isolated structure at a distorted geometry. The level of theory is the ωB97M-V functional and the def2-TZVPD basis.

Values from the calculation:
gap between HOMO and LUMO (spin up / spin down) = 5.710 / 7.661 eV
spin multiplicity = 2
LUMO energy (spin up / spin down) = 0.50 / 0.40 eV
energy relative to the best compared isomer or geometry (same formula, charge and spin) = 125.3 kJ/mol

The geometry in XYZ format:
```
15
C4H7O3Sn (the ωB97M-V functional and the def2-TZVPD basis)
H 2.52 0.69 -1.06
O 0.03 -1.22 0.26
C -0.68 -0.11 0.17
O -0.22 1.02 0.13
O -1.94 -0.40 0.06
C -2.86 0.67 -0.19
H -2.81 1.40 0.62
H -2.62 1.15 -1.15
H -3.85 0.20 -0.23
C 1.42 -1.14 0.38
H 1.77 -1.03 1.41
C 2.21 -1.43 -0.68
H 1.77 -1.79 -1.61
H 3.27 -1.58 -0.50
Sn 1.63 1.75 0.15
```

Let us look at the Löwdin charges, expressed in e, one per atom:
1. H -0.18
2. O 0.07
3. C -0.58
4. O -0.29
5. O 0.05
6. C 0.00
7. H 0.11
8. H 0.11
9. H 0.10
10. C -0.32
11. H 0.10
12. C -0.04
13. H 0.09
14. H 0.08
15. Sn 0.70

This record from the Open Molecules 2025 dataset describes a 5-piece molecular cluster, C42H74N3O11 overall at a distorted geometry. The level of theory is the ωB97M-V functional and the def2-TZVPD basis.

Values from the calculation:
gap between HOMO and LUMO = 6.567 eV
LUMO energy = -4.04 eV
energy relative to the best compared isomer or geometry (same formula, charge and spin) = 1432.6 kJ/mol
charge = +1

The geometry in XYZ format:
```
130
C42H74N3O11 (the ωB97M-V functional and the def2-TZVPD basis)
C 4.21 -0.05 5.18
C 3.94 -0.12 3.58
C 4.96 0.31 2.50
C 4.57 0.14 0.99
C 3.19 -0.46 0.52
C 2.87 -0.64 -1.04
C 2.50 -2.14 -1.48
C 4.03 -0.05 -2.02
C 2.15 -0.85 1.60
O 0.85 -1.41 1.38
C 0.01 -0.60 0.54
C 0.14 0.97 0.76
N 0.31 1.63 2.04
C 0.41 3.04 2.27
C 0.65 3.70 3.73
C 2.22 4.19 3.71
C 2.46 5.58 4.49
C 3.41 6.62 3.70
N 4.81 6.70 4.26
C 0.33 4.05 1.07
C 0.44 5.61 1.32
C 0.38 6.59 0.12
C 0.20 5.97 -1.30
C 0.10 4.42 -1.56
C -0.04 3.98 -3.09
C -1.56 3.97 -3.64
C -1.79 4.88 -4.94
N -2.66 6.09 -4.82
O -1.24 4.53 -6.02
C 0.15 3.42 -0.37
C 0.02 1.87 -0.53
O -0.19 1.22 -1.78
C -1.58 0.80 -1.96
C -2.69 1.78 -1.33
C -3.99 1.67 -2.33
C -3.21 1.26 0.13
C -4.69 1.78 0.49
C -4.66 2.11 2.09
C -5.85 0.69 0.30
C 2.57 -0.67 3.11
H 5.08 0.64 5.44
H 4.56 -1.12 5.46
H 3.26 0.14 5.78
H 5.98 0.72 2.84
H 5.38 0.49 0.24
H 1.94 0.01 -1.26
H 2.31 -2.10 -2.62
H 1.51 -2.54 -1.03
H 3.39 -2.81 -1.22
H 4.93 -0.74 -2.10
H 4.41 0.96 -1.60
H 3.57 0.22 -3.05
H 0.18 -0.94 -0.55
H -1.08 -0.89 0.79
H 0.36 1.02 2.87
H 0.47 2.90 4.54
H -0.04 4.61 3.86
H 2.55 4.37 2.62
H 2.84 3.34 4.14
H 1.45 6.10 4.64
H 2.94 5.30 5.50
H 2.94 7.66 3.88
H 3.39 6.46 2.56
H 5.09 7.69 4.16
H 5.48 6.20 3.64
H 0.59 6.06 2.36
H 0.46 7.73 0.21
H 0.15 6.68 -2.21
H 0.51 4.80 -3.71
H 0.51 3.01 -3.36
H -1.86 2.89 -3.91
H -2.29 4.36 -2.83
H -2.09 6.95 -4.82
H -3.33 6.13 -5.61
H -1.76 0.69 -3.10
H -1.70 -0.27 -1.52
H -2.41 2.88 -1.32
H -4.47 0.66 -2.09
H -4.67 2.57 -2.19
H -3.64 1.65 -3.42
H -2.49 1.76 0.89
H -3.14 0.11 0.22
H -4.93 2.80 0.00
H -4.48 1.09 2.61
H -3.79 2.81 2.34
H -5.66 2.53 2.45
H -6.19 0.55 -0.79
H -5.59 -0.32 0.82
H -6.77 1.09 0.87
H 1.82 -0.98 3.94
C -4.59 -3.71 1.01
C -5.68 -4.72 0.66
O -5.78 -4.82 -0.77
O -4.91 -2.44 0.43
H -4.50 -3.59 2.09
H -3.63 -4.03 0.60
H -6.65 -4.38 1.03
H -5.46 -5.70 1.07
H -4.98 -5.26 -1.09
H -5.31 -2.64 -0.43
C 1.17 -5.08 -3.38
C 2.61 -5.50 -3.13
O 2.78 -6.85 -3.55
O 0.29 -5.95 -2.68
H 0.99 -4.06 -3.03
H 0.93 -5.15 -4.44
H 2.84 -5.47 -2.06
H 3.32 -4.86 -3.66
H 2.73 -6.86 -4.52
H 0.69 -6.83 -2.73
C -0.26 -2.80 6.02
C 0.83 -3.52 6.80
O 1.03 -2.86 8.05
O 0.11 -1.44 5.83
H -0.41 -3.26 5.04
H -1.20 -2.81 6.57
H 1.78 -3.47 6.26
H 0.58 -4.57 6.98
H 0.24 -3.03 8.59
H 0.56 -1.17 6.64
C 0.43 -7.33 -7.35
C 0.31 -8.67 -8.05
O 1.09 -9.64 -7.35
O 1.80 -6.94 -7.29
H -0.13 -6.56 -7.87
H 0.06 -7.40 -6.32
H 0.71 -8.61 -9.06
H -0.73 -9.01 -8.10
H 0.65 -9.81 -6.50
H 2.30 -7.75 -7.14
```

Löwdin atomic charge list, values in e, 99 entries:
1. C -0.09
2. C -0.21
3. C -0.03
4. C 0.00
5. C -0.06
6. C -0.35
7. C -0.08
8. C -0.10
9. C -0.17
10. O -0.10
11. C -0.12
12. C -0.02
13. N 0.16
14. C -0.06
15. C -0.10
16. C -0.19
17. C -0.19
18. C -0.29
19. N -0.04
20. C -0.03
21. C 0.01
22. C -0.02
23. C 0.02
24. C -0.09
25. C -0.14
26. C -0.10
27. C -0.39
28. N 0.07
29. O 0.04
30. C 0.03
31. C -0.08
32. O -0.13
33. C -0.14
34. C -0.28
35. C -0.08
36. C -0.14
37. C -0.39
38. C -0.11
39. C -0.10
40. C 0.03
41. H 0.08
42. H 0.09
43. H 0.07
44. H 0.10
45. H 0.09
46. H 0.11
47. H 0.09
48. H 0.08
49. H 0.10
50. H 0.09
51. H 0.07
52. H 0.09
53. H 0.12
54. H 0.15
55. H 0.16
56. H 0.13
57. H 0.12
58. H 0.10
59. H 0.11
60. H 0.10
61. H 0.12
62. H 0.12
63. H 0.11
64. H 0.07
65. H 0.07
66. H 0.09
67. H 0.11
68. H 0.11
69. H 0.12
70. H 0.13
71. H 0.11
72. H 0.12
73. H 0.09
74. H 0.09
75. H 0.14
76. H 0.13
77. H 0.11
78. H 0.08
79. H 0.09
80. H 0.07
81. H 0.09
82. H 0.12
83. H 0.13
84. H 0.09
85. H 0.07
86. H 0.08
87. H 0.07
88. H 0.08
89. H 0.09
90. H 0.10
91. C -0.24
92. C -0.23
93. O -0.07
94. O -0.11
95. H 0.12
96. H 0.11
97. H 0.13
98. H 0.12
99. H 0.10

This record from the Open Molecules 2025 dataset describes C30H20F6N5O12STl as an isolated structure at a distorted geometry. The level of theory is the ωB97M-V functional and the def2-TZVPD basis.

Values from the calculation:
gap between HOMO and LUMO (spin up / spin down) = 5.399 / 5.577 eV
LUMO energy (spin up / spin down) = -2.05 / -1.85 eV
energy relative to the best compared isomer or geometry (same formula, charge and spin) = 422.5 kJ/mol

The geometry in XYZ format:
```
75
C30H20F6N5O12STl (the ωB97M-V functional and the def2-TZVPD basis)
Tl -0.53 -2.89 2.30
O -0.80 1.67 3.01
C -1.23 0.48 3.15
O -1.21 -0.50 2.32
C -2.14 -0.04 4.30
C -3.23 1.02 4.56
C -4.34 0.54 5.31
C -4.24 -0.81 6.01
C -3.01 -1.32 5.95
C -1.89 -1.14 4.99
O -1.00 -1.96 4.89
N -2.95 -2.72 6.51
O -2.05 -2.89 7.32
O -3.90 -3.46 6.29
N -5.62 1.22 5.49
O -5.53 2.44 5.33
O -6.53 0.57 5.91
H -3.24 2.09 4.29
H -5.03 -1.25 6.63
F 2.43 2.06 -1.88
C 1.43 1.22 -2.24
C 0.99 0.21 -1.37
C 0.03 -0.66 -1.83
C -0.34 -1.80 -0.94
O 0.39 -1.90 0.03
C -1.45 -2.60 -1.36
C -1.94 -2.45 -2.63
N -1.52 -1.45 -3.44
C -2.06 -1.40 -4.77
C -2.80 -0.19 -5.15
C -3.52 -1.47 -4.93
C -0.61 -0.52 -3.07
C -0.08 0.49 -3.93
C 0.96 1.35 -3.55
N 1.42 2.34 -4.45
C 0.91 3.63 -4.07
C 0.99 4.61 -5.22
N 2.45 4.59 -5.63
C 2.97 3.22 -6.07
C 2.80 2.31 -4.87
C -2.17 -3.75 -0.55
O -2.81 -4.48 -1.28
O -1.90 -3.82 0.66
H 1.46 -0.01 -0.37
H -2.67 -3.10 -3.07
H -1.48 -1.90 -5.55
H -2.53 0.19 -6.14
H -2.80 0.62 -4.44
H -3.96 -2.15 -5.72
H -4.06 -1.49 -3.94
H -0.53 0.67 -4.91
H 1.51 4.07 -3.28
H -0.08 3.49 -3.72
H 0.74 5.65 -4.95
H 0.38 4.28 -6.10
H 2.98 4.86 -4.79
H 2.58 5.35 -6.30
H 3.99 3.33 -6.45
H 2.30 2.94 -6.86
H 3.56 2.50 -4.11
H 3.03 1.28 -5.14
F 4.56 -2.35 7.65
C 4.27 -1.94 6.44
C 3.04 -1.50 6.03
F 1.97 -1.36 6.82
C 2.87 -1.04 4.74
F 1.72 -0.58 4.37
C 3.95 -0.95 3.84
S 3.73 -0.23 2.31
C 5.18 -1.40 4.27
F 6.21 -1.47 3.49
C 5.34 -1.96 5.52
F 6.53 -2.36 5.93
O 4.40 -1.46 1.30
O 3.71 -2.55 1.17
```

Let us look at the Löwdin charges, expressed in e, one per atom:
1. Tl 1.08
2. O -0.02
3. C -0.58
4. O -0.14
5. C 0.02
6. C 0.15
7. C -0.07
8. C 0.09
9. C -0.04
10. C -0.41
11. O 0.01
12. N -0.34
13. O 0.09
14. O 0.08
15. N -0.37
16. O 0.07
17. O 0.10
18. H 0.13
19. H 0.14
20. F 0.06
21. C -0.18
22. C 0.10
23. C -0.05
24. C -0.31
25. O -0.08
26. C 0.01
27. C 0.04
28. N -0.01
29. C -0.31
30. C -0.13
31. C -0.08
32. C -0.12
33. C 0.08
34. C -0.20
35. N -0.10
36. C -0.16
37. C -0.08
38. N 0.05
39. C -0.06
40. C -0.14
41. C -0.66
42. O 0.01
43. O -0.19
44. H 0.16
45. H 0.14
46. H 0.16
47. H 0.11
48. H 0.11
49. H 0.13
50. H 0.13
51. H 0.11
52. H 0.13
53. H 0.14
54. H 0.14
55. H 0.15
56. H 0.18
57. H 0.18
58. H 0.14
59. H 0.13
60. H 0.13
61. H 0.15
62. F 0.16
63. C -0.14
64. C -0.12
65. F 0.13
66. C -0.23
67. F 0.14
68. C -0.40
69. S 1.09
70. C -0.26
71. F 0.14
72. C -0.13
73. F 0.14
74. O -0.48
75. O -0.04

This record from the Open Molecules 2025 dataset describes a 2-piece molecular cluster, C29H39Cl2F14N3O2P overall. The level of theory is the ωB97M-V functional and the def2-TZVPD basis.

Values from the calculation:
gap between HOMO and LUMO = 8.661 eV
LUMO energy = -2.95 eV
charge = +1

The geometry in XYZ format:
```
90
C29H39Cl2F14N3O2P (the ωB97M-V functional and the def2-TZVPD basis)
C -5.89 1.53 3.14
C -4.68 2.30 2.62
F -5.09 3.51 2.05
C -3.90 1.52 1.58
C -2.49 1.98 1.12
C -2.65 3.41 0.50
C -3.59 3.57 -0.72
C -4.65 4.65 -0.54
Cl -2.61 3.95 -2.21
C -2.00 0.99 0.00
C -2.06 -0.53 0.28
C -0.84 -1.22 0.89
C -0.97 -2.75 0.93
F -0.56 -3.23 2.15
F -2.27 -3.13 0.78
C -0.16 -3.51 -0.16
F -0.73 -4.71 -0.37
F -0.24 -2.79 -1.31
C 1.35 -3.85 0.12
F 1.41 -4.71 1.14
F 1.80 -4.43 -1.01
C 2.30 -2.66 0.43
F 1.95 -2.13 1.62
F 2.12 -1.69 -0.51
C 3.83 -3.04 0.47
F 3.98 -4.35 0.68
F 4.38 -2.36 1.50
C 4.62 -2.64 -0.81
F 5.81 -3.20 -0.76
F 3.99 -3.05 -1.90
F 4.75 -1.32 -0.88
C -0.72 1.52 -0.65
C -0.07 0.62 -1.71
N 0.29 2.01 0.38
C 0.03 1.75 1.83
C -1.42 2.01 2.32
C -1.78 0.95 3.42
C -0.70 0.34 4.33
C -1.34 -0.37 5.52
Cl 0.55 1.50 4.91
P -1.38 3.70 3.15
N -0.41 4.81 2.60
H -5.63 0.92 4.01
H -6.65 2.25 3.43
H -6.31 0.91 2.35
H -4.05 2.57 3.48
H -4.54 1.50 0.69
H -3.90 0.49 1.93
H -3.03 4.09 1.26
H -1.67 3.81 0.22
H -4.09 2.65 -0.98
H -4.87 5.13 -1.50
H -4.33 5.41 0.17
H -5.57 4.20 -0.16
H -2.72 1.13 -0.81
H -2.27 -1.02 -0.68
H -2.91 -0.78 0.90
H -0.71 -0.94 1.93
H 0.08 -0.97 0.37
H -1.01 2.41 -1.18
H 1.02 0.69 -1.70
H -0.34 -0.42 -1.63
H -0.39 0.96 -2.70
H 1.18 1.57 0.16
H 0.45 3.01 0.23
H 0.37 0.74 2.02
H 0.71 2.40 2.37
H -2.57 1.34 4.06
H -2.22 0.08 2.93
H -0.14 -0.42 3.79
H -0.59 -0.56 6.29
H -2.15 0.23 5.96
H -1.72 -1.34 5.21
H -1.19 3.42 4.51
H -2.72 4.12 3.17
H 0.14 4.57 1.79
C 5.38 -3.71 -4.81
C 5.36 -4.33 -6.05
C 5.82 -3.67 -7.17
C 6.31 -2.38 -7.03
C 6.35 -1.74 -5.80
C 5.88 -2.42 -4.69
N 6.81 -1.67 -8.22
O 6.75 -2.24 -9.28
O 7.25 -0.55 -8.05
H 5.02 -4.24 -3.94
H 4.98 -5.34 -6.15
H 5.81 -4.14 -8.15
H 6.74 -0.74 -5.73
H 5.90 -1.93 -3.72
```

Let us look at the Löwdin charges, expressed in e, one per atom:
1. C -0.01
2. C -0.37
3. F -0.03
4. C -0.10
5. C -0.31
6. C -0.19
7. C -0.65
8. C -0.11
9. Cl 0.65
10. C -0.18
11. C -0.09
12. C -0.07
13. C -0.40
14. F 0.12
15. F 0.13
16. C -0.33
17. F 0.18
18. F 0.14
19. C -0.35
20. F 0.18
21. F 0.17
22. C -0.30
23. F 0.15
24. F 0.13
25. C -0.33
26. F 0.18
27. F 0.17
28. C -0.57
29. F 0.22
30. F 0.18
31. F 0.18
32. C -0.26
33. C 0.01
34. N 0.13
35. C -0.13
36. C -0.39
37. C -0.20
38. C -0.70
39. C -0.10
40. Cl 0.68
41. P 0.79
42. N -0.25
43. H 0.09
44. H 0.09
45. H 0.09
46. H 0.10
47. H 0.14
48. H 0.11
49. H 0.07
50. H 0.08
51. H 0.08
52. H 0.07
53. H 0.09
54. H 0.08
55. H 0.14
56. H 0.13
57. H 0.11
58. H 0.09
59. H 0.09
60. H 0.06
61. H 0.09
62. H 0.06
63. H 0.10
64. H 0.17
65. H 0.17
66. H 0.10
67. H 0.09
68. H 0.10
69. H 0.11
70. H 0.08
71. H 0.08
72. H 0.09
73. H 0.09
74. H -0.01
75. H 0.02
76. H -0.05
77. C -0.07
78. C -0.06
79. C 0.00
80. C -0.14
81. C 0.00
82. C -0.07
83. N -0.36
84. O 0.09
85. O 0.08
86. H 0.09
87. H 0.11
88. H 0.12
89. H 0.12
90. H 0.09